Here is a 17-piece molecular cluster, C43H116N4O17 overall at a distorted geometry from the OMol25 dataset. Energies are from ωB97M-V/def2-TZVPD.

Geometry as XYZ:
```
180
C43H116N4O17 | the OMol25 dataset | ωB97M-V/def2-TZVPD
C -15.99687 13.94803 -4.08513
O -15.79261 12.74177 -4.83250
H -16.93104 13.91744 -3.52433
H -15.17250 14.10642 -3.38984
H -16.10184 14.83050 -4.71626
H -16.68989 12.46089 -5.02638
C -6.46311 14.18151 4.83000
O -7.29327 14.14041 3.75774
H -6.12878 15.18013 5.11121
H -6.97195 13.83863 5.73090
H -5.57754 13.59925 4.57542
H -7.51410 13.23429 3.53024
C -10.40012 11.37123 -7.19917
O -10.86938 11.03418 -5.87295
H -9.89492 10.50130 -7.61879
H -11.27478 11.50171 -7.83640
H -9.70851 12.21286 -7.23690
H -11.74910 11.41002 -5.79270
C -14.53217 18.69193 -2.64785
O -14.54126 17.30758 -2.60446
H -13.49879 19.02821 -2.56341
H -14.77640 18.97622 -3.67139
H -15.10025 19.25538 -1.90763
H -14.20656 17.11840 -1.72480
C -8.30183 10.47342 2.55956
O -8.58481 11.50274 3.43315
H -9.17643 9.90676 2.24005
H -7.66043 10.70749 1.70991
H -7.66813 9.72673 3.03807
H -8.58301 11.09147 4.30058
C -14.29835 15.57822 0.21057
O -14.80320 16.89287 0.12219
H -15.06141 14.82314 0.02164
H -13.50642 15.33631 -0.49826
H -13.83793 15.33990 1.16937
H -15.55433 16.92564 0.71914
C -13.69976 14.52849 -7.82949
O -13.35344 13.42282 -8.63610
H -13.21676 15.34745 -8.36252
H -14.73700 14.81984 -7.66412
H -13.22813 14.45330 -6.84970
H -13.76886 12.66018 -8.22693
O -9.13159 8.71326 -0.32431
H -9.97962 9.15159 -0.39455
H -8.81306 8.66104 -1.22546
O -13.96311 11.42053 0.66939
H -14.27794 11.79083 -0.15522
H -14.42789 10.58778 0.75147
O -9.30124 11.35330 -3.27229
H -9.79348 11.85064 -2.61914
H -9.79395 11.47044 -4.08453
O -13.54963 11.43071 -5.58515
H -13.86886 11.29993 -6.47803
H -14.27354 11.86339 -5.13242
O -6.82183 12.17559 -3.88441
H -6.89004 12.89438 -4.51285
H -7.72853 11.92605 -3.70589
O -13.33332 13.12430 2.52188
H -12.64323 12.88094 3.13896
H -13.35463 12.40562 1.89000
C -9.28881 12.57708 0.10880
C -9.80380 13.90138 -0.56845
C -8.55445 14.85033 -0.74539
C -8.66792 15.97006 -1.78425
C -9.29659 15.31708 -3.02526
C -10.68835 14.71642 -2.85253
N -10.54467 13.66476 -1.83500
O -11.60490 12.72433 -1.87880
C -11.76468 15.71913 -2.59704
C -11.04764 14.03386 -4.25415
C -10.83353 14.54031 0.48935
H -10.04948 11.83428 0.34907
H -8.72496 12.68873 1.03492
H -8.62777 11.97783 -0.51732
H -8.32313 15.32346 0.20893
H -7.66395 14.24929 -0.92940
H -7.63163 16.26601 -1.94742
H -9.03669 16.92371 -1.40654
H -8.49245 14.69746 -3.42217
H -9.36166 16.06341 -3.81701
H -11.77599 16.53624 -3.31836
H -12.77573 15.35929 -2.78778
H -11.68371 16.19932 -1.62188
H -10.84032 14.60946 -5.15626
H -10.33049 13.21658 -4.33057
H -12.04831 13.62988 -4.40765
H -11.73835 13.93254 0.48836
H -11.04848 15.56414 0.18329
H -10.41937 14.59803 1.49595
H -12.25990 13.35005 -1.56093
C -5.42067 20.22923 -3.29857
C -6.37040 19.11767 -2.81143
C -6.76097 18.39015 -4.12694
C -5.64297 17.45538 -4.62543
C -5.16832 16.46618 -3.52607
C -4.65401 17.13485 -2.20447
N -5.79858 18.09433 -1.84926
O -5.64537 18.57215 -0.63173
C -4.56375 15.95051 -1.16498
C -3.27549 17.82225 -2.30893
C -7.62114 19.76735 -2.20433
H -4.54290 19.86796 -3.83441
H -5.02746 20.80353 -2.45974
H -5.96421 20.93868 -3.92253
H -7.64407 17.80715 -3.86552
H -7.07390 19.11469 -4.87875
H -4.77961 18.03647 -4.94954
H -5.87213 17.01429 -5.59549
H -4.37633 15.86148 -3.96786
H -5.86988 15.65428 -3.33440
H -4.49505 16.35899 -0.15675
H -5.41273 15.26775 -1.13094
H -3.65877 15.37167 -1.34953
H -2.41839 17.25205 -1.95068
H -3.06017 18.06355 -3.34984
H -3.19587 18.78827 -1.81036
H -8.40701 20.14662 -2.85754
H -7.32841 20.48586 -1.43872
H -8.20726 19.01931 -1.67046
H -6.05008 17.93777 -0.03559
C -8.07949 17.58511 2.71324
C -9.24363 18.58830 2.58752
C -9.37321 18.92632 1.08371
C -10.72111 19.52856 0.69933
C -11.81353 18.55513 1.15441
C -11.83877 18.35379 2.66663
N -10.48788 17.94215 3.11154
O -10.32158 17.68471 4.47403
C -12.38265 19.59720 3.31202
C -12.79203 17.17791 3.00431
C -8.87107 19.91066 3.24420
H -7.77363 17.49064 3.75517
H -7.17161 18.03314 2.30936
H -8.26133 16.61313 2.25467
H -8.65265 19.72981 0.93104
H -9.10920 18.11042 0.41088
H -10.77576 19.60303 -0.38675
H -10.93942 20.54154 1.03742
H -11.60875 17.62573 0.62302
H -12.79550 18.75069 0.72363
H -13.39632 19.73847 2.93702
H -12.49022 19.44936 4.38656
H -11.83995 20.52916 3.15379
H -13.79505 17.47184 2.69502
H -12.54713 16.25763 2.47401
H -12.80577 16.90204 4.05873
H -7.93413 20.28134 2.82845
H -8.79126 19.89082 4.33109
H -9.61397 20.65810 2.96576
H -10.18774 16.73752 4.39325
C -13.65944 18.30900 -7.64147
C -12.54344 19.42201 -7.60111
C -12.37795 19.84895 -6.11346
C -11.48632 18.84085 -5.36394
C -10.19103 18.59229 -6.07939
C -10.26528 18.20750 -7.56493
N -11.27246 19.10589 -8.26243
O -11.50951 18.75961 -9.60020
C -8.87687 18.48291 -8.17551
C -10.62461 16.64998 -7.57775
C -13.14834 20.67785 -8.27725
H -14.05630 18.00967 -8.61153
H -14.57127 18.52898 -7.08623
H -13.30512 17.41877 -7.12181
H -12.05229 20.86370 -5.88469
H -13.31067 19.80643 -5.55102
H -11.95981 17.87195 -5.20544
H -11.34039 19.27316 -4.37404
H -9.63119 17.84058 -5.52294
H -9.60407 19.50556 -5.98182
H -8.13873 17.99295 -7.54052
H -8.84892 18.21136 -9.23076
H -8.65951 19.55031 -8.21446
H -11.27132 16.37445 -6.74471
H -11.11339 16.40301 -8.52019
H -9.76183 15.98397 -7.56489
H -13.95383 21.10152 -7.67742
H -13.48919 20.44890 -9.28695
H -12.50136 21.54724 -8.39424
H -10.91969 19.34116 -10.08549
```

HOMO (spin up / spin down): 0.0 / -6.1 eV
2S+1: 2
Gap between HOMO and LUMO (spin up / spin down): 1.997 / 8.033 eV
Molar mass: 961.41 g mol⁻¹
Net charge: -1
Energy: -3205.66259 hartree

---

Here is a 14-piece molecular cluster, C43H124N10O14 overall at a distorted geometry from the OMol25 dataset. Energies are from ωB97M-V/def2-TZVPD.

Geometry as XYZ:
```
191
C43H124N10O14 | the OMol25 dataset | ωB97M-V/def2-TZVPD
C 3.06326 -20.84253 -4.81532
C 2.96686 -20.05587 -6.13235
C 3.64127 -20.75718 -7.33511
O 5.08100 -20.74297 -7.16987
C 5.78350 -21.58743 -8.00256
N 1.67189 -19.59638 -6.34844
H 2.60218 -21.82439 -4.92232
H 2.63983 -20.32178 -3.95647
H 4.10264 -21.09122 -4.60094
H 3.48509 -19.11206 -5.96280
H 3.37386 -20.34629 -8.30864
H 3.35688 -21.80851 -7.29150
H 5.53045 -22.63460 -7.83677
H 6.86158 -21.53099 -7.85201
H 5.53315 -21.24758 -9.00751
H 1.14243 -20.41320 -6.61780
H 1.73122 -18.94113 -7.11476
C 10.89306 -15.87332 -9.67788
C 9.81038 -14.78705 -9.90141
C 9.86720 -14.19427 -11.33941
O 8.96584 -13.09322 -11.42926
C 8.98599 -12.53814 -12.75692
N 8.48205 -15.21039 -9.50534
H 10.63288 -16.63577 -10.41212
H 10.91473 -16.28175 -8.66753
H 11.89252 -15.48032 -9.86427
H 10.14475 -13.99899 -9.22667
H 9.66898 -14.96376 -12.08552
H 10.90432 -13.89869 -11.49785
H 8.04289 -12.01620 -12.91886
H 8.86694 -13.30495 -13.52237
H 9.85219 -11.93473 -13.02839
H 8.29101 -15.89991 -10.21820
H 7.86068 -14.50070 -9.86635
C 6.21048 -11.99365 -6.49456
C 7.36090 -12.73627 -7.16236
C 8.87139 -12.34642 -6.85825
O 9.15860 -10.97134 -7.10880
C 9.47280 -10.35953 -5.89656
N 7.27269 -14.12404 -6.99279
H 6.04111 -12.43907 -5.51425
H 5.27329 -12.04622 -7.04865
H 6.46402 -10.93988 -6.37880
H 7.31263 -12.54047 -8.23355
H 9.47837 -12.91800 -7.56036
H 9.21187 -12.76117 -5.90948
H 10.20628 -10.91523 -5.31236
H 8.57514 -10.02415 -5.37710
H 10.10031 -9.49101 -6.09654
H 7.73377 -14.60577 -7.75136
H 6.32103 -14.30367 -7.27944
C 5.36044 -16.82720 -9.30771
C 4.19329 -15.85848 -9.16721
C 3.15422 -16.43532 -8.15535
O 2.54748 -17.66296 -8.59106
C 1.46945 -17.36233 -9.53613
N 4.80131 -14.66821 -8.55409
H 5.17480 -17.83330 -9.68374
H 6.02228 -16.86522 -8.44248
H 5.98531 -16.49689 -10.13749
H 3.76305 -15.53402 -10.11469
H 2.42202 -15.65524 -7.94690
H 3.54284 -16.65698 -7.16139
H 1.81643 -16.74421 -10.36417
H 0.54048 -17.06487 -9.04969
H 1.29543 -18.34654 -9.97105
H 4.12467 -13.93296 -8.40690
H 5.58913 -14.31530 -9.07838
C 9.64662 -18.95472 -16.82000
C 10.95681 -18.30442 -17.03896
C 10.85376 -16.82291 -16.86598
O 9.86542 -16.06158 -17.60553
C 10.08749 -15.98582 -19.04119
N 12.04156 -18.87187 -16.27956
H 8.95919 -18.70835 -17.62924
H 9.21288 -18.71395 -15.84943
H 9.73333 -20.03730 -16.91258
H 11.14849 -18.50070 -18.09387
H 11.79462 -16.31072 -17.06733
H 10.65678 -16.70341 -15.80061
H 10.93775 -15.31183 -19.14563
H 9.27459 -15.52617 -19.60337
H 10.28235 -16.97184 -19.46294
H 12.89376 -18.56663 -16.72752
H 12.05836 -18.54649 -15.32356
C 8.22232 -19.09082 -6.97701
C 7.55962 -18.73416 -5.63350
C 6.50991 -17.53404 -5.80741
O 6.13872 -17.14827 -4.50717
C 5.11215 -16.12890 -4.49258
N 6.79657 -19.84552 -5.09718
H 7.47514 -19.33134 -7.73329
H 8.90864 -19.92799 -6.84959
H 8.83380 -18.29969 -7.41095
H 8.30328 -18.53924 -4.86079
H 5.60238 -17.84276 -6.32625
H 6.96853 -16.64224 -6.23456
H 5.19590 -15.42878 -5.32380
H 5.07683 -15.53951 -3.57635
H 4.12640 -16.51149 -4.75722
H 6.21325 -20.11402 -5.87675
H 6.16211 -19.42442 -4.43367
C 3.53547 -17.78493 -12.70858
C 4.45025 -18.11410 -13.87793
C 4.03622 -19.39913 -14.61979
O 4.86654 -19.57193 -15.80147
C 6.23151 -20.01968 -15.54927
N 4.60026 -17.03395 -14.73183
H 3.66332 -18.51747 -11.91163
H 2.50424 -17.66483 -13.04057
H 3.95519 -16.87123 -12.28774
H 5.43490 -18.32412 -13.46024
H 2.96538 -19.29498 -14.79458
H 3.99373 -20.23539 -13.92197
H 6.28592 -20.91218 -14.92589
H 6.84026 -19.21814 -15.13087
H 6.68344 -20.29016 -16.50358
H 3.68146 -16.73174 -15.02262
H 4.89158 -17.48004 -15.58988
C 11.92421 -19.19979 -7.72023
C 13.39544 -19.63009 -8.04412
C 14.19059 -20.07264 -6.77063
O 15.51383 -20.12035 -7.10422
C 16.34070 -19.99166 -5.96033
N 13.32192 -20.75564 -9.03913
H 11.52966 -18.78419 -8.64743
H 11.88577 -18.39240 -6.98896
H 11.32741 -19.98793 -7.26115
H 13.88754 -18.82101 -8.58386
H 13.87704 -21.05899 -6.42872
H 14.01697 -19.32127 -6.00030
H 17.34161 -20.21837 -6.32762
H 16.25948 -20.60803 -5.06502
H 16.30625 -19.00869 -5.49057
H 13.11434 -21.62559 -8.56988
H 14.28215 -20.85198 -9.33711
C 16.09981 -19.71075 -13.22269
C 14.85298 -18.99057 -13.83144
C 13.70476 -18.85144 -12.78050
O 12.57883 -18.36548 -13.45478
C 11.39611 -18.45665 -12.66239
N 15.31188 -17.73205 -14.32179
H 16.91712 -19.74774 -13.94293
H 15.92337 -20.75519 -12.96557
H 16.37151 -19.21520 -12.29063
H 14.41402 -19.52619 -14.67318
H 14.04474 -18.19911 -11.97616
H 13.55275 -19.80630 -12.27729
H 10.55248 -17.99558 -13.17600
H 11.57187 -17.86956 -11.76098
H 11.19185 -19.46072 -12.29062
H 14.42469 -17.32096 -14.57481
H 15.65692 -17.18621 -13.54520
C 10.11182 -21.86521 -13.99212
C 9.55639 -22.95296 -12.99645
C 9.94327 -22.63536 -11.59816
O 9.27394 -21.51442 -11.09005
C 9.69441 -21.08247 -9.77958
N 8.09926 -22.98393 -13.11907
H 11.19264 -21.99071 -13.92749
H 9.80861 -20.83369 -13.81282
H 9.76937 -22.20519 -14.96949
H 10.05969 -23.89175 -13.22770
H 11.02827 -22.53729 -11.56305
H 9.67795 -23.55176 -11.07098
H 9.25829 -20.11133 -9.54549
H 10.77239 -20.97643 -9.65796
H 9.32250 -21.87314 -9.12794
H 7.92135 -22.13219 -12.60625
H 7.80413 -23.73577 -12.51268
O 8.40893 -17.34030 -11.50994
H 8.11495 -18.24714 -11.59623
H 8.08547 -16.90697 -12.29977
C 6.44082 -19.87638 -11.36874
O 7.49352 -19.93653 -12.32333
H 6.00546 -20.87140 -11.27660
H 6.82452 -19.70719 -10.36264
H 5.73118 -19.07971 -11.59199
H 8.24917 -20.38004 -11.93103
C 7.60635 -15.51327 -14.98452
O 7.29635 -16.21130 -13.82507
H 8.67168 -15.28646 -15.02588
H 7.40929 -16.11780 -15.86985
H 7.10201 -14.55211 -14.88496
H 6.36741 -16.44002 -13.90473
C 5.41613 -13.43338 -11.68358
O 6.31899 -13.19449 -10.59612
H 5.94738 -13.97470 -12.46643
H 4.61301 -14.13219 -11.44956
H 5.14794 -12.48862 -12.15645
H 7.18899 -13.02606 -10.96535
```

HOMO: -8.0 eV
2S+1: 1
Gap between HOMO and LUMO: 8.488 eV
Molar mass: 1005.52 g mol⁻¹
Net charge: 0
Energy: -3313.29224 hartree